1.
A structure of composition C20H21CaF16N7O9S5 in a non-equilibrium geometry. Source: OMol25; level of theory: ωB97M-V with the def2-TZVPD basis set.

Cartesian coordinates (Å):
1 Ca 0.680 -0.174 0.030
2 C -1.465 1.671 2.510
3 N -0.203 1.744 1.787
4 C -0.249 2.929 0.929
5 C 0.881 1.810 2.770
6 C 2.284 1.813 2.178
7 N 2.503 0.608 1.406
8 C 3.728 0.341 0.978
9 C 3.955 -0.863 0.243
10 F 2.868 -1.654 -0.013
11 C 5.171 -1.278 -0.219
12 F 5.276 -2.446 -0.880
13 C 6.328 -0.545 0.010
14 C 6.162 0.632 0.713
15 F 7.264 1.381 0.969
16 C 4.944 1.071 1.178
17 F 4.954 2.258 1.854
18 H -1.600 2.565 3.143
19 H -1.481 0.781 3.142
20 H -2.280 1.629 1.790
21 H -0.358 3.852 1.519
22 H -1.100 2.836 0.254
23 H 0.642 2.980 0.306
24 H 0.798 0.923 3.405
25 H 0.764 2.714 3.398
26 H 2.977 1.877 3.027
27 H 2.423 2.709 1.557
28 H 7.291 -0.869 -0.348
29 F -1.167 -5.091 -1.475
30 C -1.205 -3.823 -1.968
31 F -1.027 -3.941 -3.285
32 F -2.442 -3.413 -1.763
33 S 0.404 -3.115 -1.229
34 O 0.545 -1.679 -1.304
35 O 1.292 -3.898 -2.021
36 N 0.335 -3.650 0.257
37 S 0.701 -2.826 1.528
38 O 1.975 -3.114 2.105
39 O 0.235 -1.459 1.677
40 C -0.403 -3.790 2.725
41 F -1.635 -4.055 2.282
42 F 0.157 -4.964 3.042
43 F -0.538 -3.105 3.880
44 F 1.859 2.178 -4.713
45 C 2.578 1.818 -3.653
46 F 3.764 1.400 -4.152
47 F 2.858 2.901 -2.927
48 S 1.874 0.408 -2.578
49 O 1.746 0.995 -1.258
50 O 2.923 -0.551 -2.715
51 N 0.569 -0.023 -3.338
52 S -0.816 -0.006 -2.607
53 O -1.528 -1.228 -2.855
54 O -0.964 0.521 -1.260
55 C -1.901 1.136 -3.698
56 F -2.543 2.084 -3.005
57 F -1.294 1.681 -4.746
58 F -2.892 0.373 -4.226
59 C -4.379 -0.491 -1.507
60 C -4.385 -1.144 -0.135
61 S -2.739 -0.865 0.669
62 O -1.869 -1.970 0.215
63 C -3.285 -1.469 2.340
64 C -4.336 -0.626 3.045
65 H -5.318 -0.668 -2.032
66 H -3.561 -0.894 -2.097
67 H -4.232 0.586 -1.417
68 H -4.532 -2.222 -0.205
69 H -5.147 -0.695 0.503
70 H -2.350 -1.460 2.900
71 H -3.600 -2.504 2.219
72 H -4.058 0.428 3.031
73 H -4.432 -0.943 4.084
74 H -5.311 -0.726 2.570
75 N -1.735 6.083 -0.407
76 C -1.078 5.440 -1.125
77 N -0.281 4.862 -1.960
78 C -0.108 3.644 -2.317
79 N 0.122 2.577 -2.733

Calculated values
M = 1007.8 g/mol
Total charge = -2
Largest force on an atom = 5.190 eV Å⁻¹
Energy = -166034.0587 eV



2.
A structure of composition C36H29N13O4S3W in a non-equilibrium geometry. Source: OMol25; level of theory: ωB97M-V with the def2-TZVPD basis set.

Cartesian coordinates (Å):
1 W 0.294 0.341 -0.830
2 C 4.320 0.896 -2.645
3 C 2.924 0.447 -2.361
4 N 2.301 0.752 -1.253
5 N 2.968 1.572 -0.373
6 C 2.110 2.203 0.376
7 O 0.835 2.024 0.208
8 C 2.584 3.080 1.453
9 C 3.933 3.413 1.565
10 C 4.360 4.208 2.614
11 C 3.450 4.656 3.563
12 C 2.107 4.327 3.451
13 C 1.667 3.546 2.394
14 C 2.168 -0.353 -3.274
15 C 2.756 -0.969 -4.385
16 C 2.039 -1.866 -5.137
17 C 0.726 -2.131 -4.760
18 C 0.192 -1.447 -3.693
19 N 0.856 -0.540 -2.968
20 H 4.643 1.572 -1.860
21 H 4.362 1.414 -3.604
22 H 5.005 0.045 -2.681
23 H 4.627 3.053 0.818
24 H 5.405 4.475 2.698
25 H 3.789 5.272 4.386
26 H 1.398 4.675 4.191
27 H 0.619 3.302 2.277
28 H 3.790 -0.752 -4.613
29 H 2.484 -2.372 -5.983
30 H 0.127 -2.870 -5.271
31 H -0.824 -1.656 -3.397
32 N -5.965 -0.540 4.655
33 C -5.090 0.034 3.762
34 C -5.007 -0.443 2.447
35 C -4.138 0.137 1.548
36 C -3.357 1.214 1.945
37 C -3.433 1.707 3.238
38 C -4.305 1.131 4.139
39 S -2.078 1.786 0.883
40 O -1.464 2.932 1.484
41 O -2.570 1.946 -0.465
42 N -1.073 0.458 0.754
43 C -0.166 0.298 1.775
44 N -0.425 0.629 3.023
45 C 0.578 0.479 3.883
46 C 1.811 -0.009 3.484
47 C 1.971 -0.369 2.166
48 N 0.978 -0.247 1.275
49 H -6.332 -1.449 4.441
50 H -5.845 -0.334 5.630
51 H -5.620 -1.283 2.142
52 H -4.052 -0.233 0.533
53 H -2.798 2.538 3.515
54 H -4.373 1.512 5.151
55 H 0.364 0.760 4.907
56 H 2.629 -0.113 4.182
57 H 2.896 -0.791 1.801
58 S 0.739 4.494 -2.615
59 C 0.295 3.008 -2.336
60 N -0.046 1.887 -2.150
61 N -2.358 1.112 -3.258
62 C -2.500 -0.038 -2.589
63 N -1.714 -0.497 -1.632
64 C -2.213 -1.726 -1.145
65 C -1.764 -2.434 -0.030
66 C -2.378 -3.625 0.308
67 C -3.436 -4.138 -0.434
68 C -3.930 -3.429 -1.512
69 C -3.321 -2.229 -1.837
70 S -3.792 -1.102 -3.077
71 H -1.814 1.822 -2.779
72 H -3.166 1.437 -3.762
73 H -0.958 -2.049 0.567
74 H -2.015 -4.178 1.164
75 H -3.885 -5.083 -0.162
76 H -4.769 -3.792 -2.091
77 N 3.059 -2.124 -0.379
78 C 1.883 -2.452 -0.980
79 O 0.880 -1.683 -0.823
80 C 1.811 -3.634 -1.727
81 C 0.604 -4.054 -2.327
82 N -0.380 -4.385 -2.831
83 C 2.987 -4.380 -1.961
84 N 3.977 -4.938 -2.166
85 H 3.180 -1.182 -0.055
86 H 3.875 -2.676 -0.588

Calculated values
M = 987.8 g/mol
Largest force on an atom = 2.800 eV Å⁻¹
Energy = -99698.1238 eV



3.
A cluster of 7 separate species, C12H33N2O8S5 in total in a non-equilibrium geometry. Source: OMol25; level of theory: ωB97M-V with the def2-TZVPD basis set.

Cartesian coordinates (Å):
1 N 1.446 -0.548 0.832
2 O 1.426 0.587 0.410
3 O 0.777 -0.904 1.810
4 O 2.240 -1.400 0.423
5 C -0.052 -3.764 1.450
6 C -0.292 -5.221 1.577
7 N -0.466 -6.349 1.688
8 H -0.587 -3.319 2.289
9 H -0.341 -3.279 0.518
10 H 1.004 -3.545 1.609
11 C 1.589 2.122 3.709
12 S 0.239 3.382 3.486
13 O 0.967 4.697 3.181
14 C -0.400 2.834 1.801
15 H 2.252 2.381 4.534
16 H 2.103 2.244 2.756
17 H 1.150 1.128 3.790
18 H -1.332 3.372 1.632
19 H -0.626 1.767 1.810
20 H 0.278 2.869 0.948
21 C 0.691 3.377 -2.148
22 S -0.941 4.206 -2.374
23 O -1.555 4.429 -0.996
24 C -0.317 5.789 -2.966
25 H 1.151 3.168 -3.113
26 H 0.565 2.458 -1.575
27 H 1.279 4.049 -1.523
28 H -1.120 6.527 -2.972
29 H 0.200 5.907 -3.919
30 H 0.322 6.140 -2.155
31 C -2.204 -0.695 3.164
32 S -2.494 0.905 4.023
33 O -4.030 1.127 4.028
34 C -2.000 0.473 5.745
35 H -1.258 -1.011 3.603
36 H -1.982 -0.414 2.134
37 H -3.036 -1.394 3.246
38 H -2.485 -0.425 6.128
39 H -2.039 1.367 6.367
40 H -0.967 0.153 5.603
41 C -0.837 -0.548 -1.946
42 S -2.057 -1.721 -1.251
43 O -3.427 -1.382 -1.832
44 C -1.417 -3.255 -1.977
45 H -1.118 0.425 -1.542
46 H -1.012 -0.594 -3.021
47 H 0.215 -0.738 -1.734
48 H -0.448 -3.520 -1.555
49 H -1.355 -3.229 -3.065
50 H -2.108 -4.074 -1.778
51 C 2.710 -1.898 -5.202
52 S 1.343 -2.730 -4.261
53 O 1.119 -4.078 -4.943
54 C 2.348 -3.105 -2.790
55 H 3.041 -1.029 -4.633
56 H 2.467 -1.673 -6.240
57 H 3.579 -2.554 -5.262
58 H 2.921 -4.016 -2.963
59 H 1.761 -3.128 -1.872
60 H 3.120 -2.343 -2.684

Calculated values
M = 493.7 g/mol
Total charge = -1
Largest force on an atom = 3.038 eV Å⁻¹
Energy = -86509.1720 eV